C39H29F5NO10P2 | ωB97M-V/def2-TZVPD

Structure (ORCA input):
```
! RIJCOSX wB97M-V def2-TZVPD def2/J DEFGRID3
* xyz 1 1
O 5.19 1.41 0.93
C 4.68 0.38 0.26
C 3.21 -0.26 0.27
N 2.04 0.58 -0.27
C 2.06 1.88 0.47
O 2.83 2.98 -0.10
O 2.13 4.06 0.14
P 0.68 -0.35 0.54
P -1.29 0.24 -0.08
O -1.69 1.69 0.43
O -1.66 0.10 -1.78
O -2.42 -0.86 0.73
C 1.92 0.60 -1.76
F 3.24 0.46 -2.50
F 1.20 -0.67 -2.14
C 1.16 1.79 -2.52
F 2.18 2.79 -3.01
F 0.57 1.22 -3.78
F 0.10 2.54 -1.86
C 5.81 -0.45 -0.66
C 6.33 -1.87 0.05
C 7.41 -2.81 -0.80
C 7.96 -2.39 -2.31
C 7.44 -0.95 -2.97
C 6.35 0.01 -2.13
H 2.97 -0.58 1.40
H 3.18 -1.28 -0.34
H 2.39 1.67 1.60
H 0.93 2.24 0.57
H 2.35 4.77 -0.54
H 0.80 -1.76 0.13
H -1.80 -0.87 -2.02
H -1.89 -1.71 0.89
H 5.95 -2.21 1.13
H 7.77 -3.81 -0.27
H 8.70 -3.08 -2.92
H 7.83 -0.61 -4.04
H 5.97 1.00 -2.63
C -6.21 -6.79 -0.85
C -5.56 -5.79 -0.11
C -4.59 -4.99 -0.71
C -4.25 -5.20 -2.06
C -4.87 -6.21 -2.79
C -5.86 -7.00 -2.19
C -4.48 -6.46 -4.19
O -5.03 -7.35 -4.83
C -3.42 -5.64 -4.80
C -3.00 -5.91 -6.11
C -2.00 -5.14 -6.70
C -1.42 -4.08 -5.99
C -1.83 -3.82 -4.68
C -2.83 -4.60 -4.08
C -3.23 -4.34 -2.69
O -2.72 -3.41 -2.06
H -6.97 -7.40 -0.39
H -5.82 -5.64 0.93
H -4.10 -4.22 -0.13
H -6.36 -7.78 -2.76
H -3.44 -6.73 -6.67
H -1.67 -5.35 -7.71
H -0.65 -3.47 -6.45
H -1.38 -2.99 -4.13
C -0.17 5.12 8.45
C 1.00 5.71 7.97
C 1.15 5.95 6.60
C 0.14 5.60 5.71
C -1.03 4.99 6.18
C -1.18 4.76 7.56
C -2.09 4.57 5.25
O -3.11 4.04 5.66
C -1.89 4.79 3.80
C -2.86 4.35 2.89
C -2.69 4.56 1.52
C -1.56 5.23 1.06
C -0.59 5.67 1.96
C -0.75 5.44 3.33
C 0.30 5.88 4.27
O 1.29 6.47 3.86
H -0.29 4.94 9.51
H 1.80 5.98 8.66
H 2.07 6.42 6.24
H -2.09 4.30 7.94
H -3.75 3.83 3.25
H -3.45 4.21 0.82
H -1.43 5.41 -0.01
H 0.29 6.19 1.58
*
```

E_HOMO: -0.4103 Eh
E_tot: -3491.93099 a.u.